Below is a 2-piece molecular cluster, C6H14O3Si2 overall, with properties calculated with ωB97M-V/def2-TZVPD.

- E_LUMO (eV) = 0.40
- gap between HOMO and LUMO (eV) = 10.085
- net charge = 0
- SMILES = C/C=C/[Si](=O)O[SiH2]O.C=CC

Each line ends with the Mulliken charge.
Positions of all 25 atoms, in Å:
Si: -1.503 3.731 0.762  0.52
Si: 1.291 2.323 1.501  0.51
O: -0.223 3.158 1.576  -0.10
O: 2.305 2.285 2.756  -0.46
O: -2.457 4.749 1.307  -0.63
C: 0.515 -3.510 0.877  -0.99
C: -2.409 2.230 -1.552  0.02
C: -2.218 1.521 -2.841  -1.39
C: -1.409 2.802 -0.898  -0.37
C: 2.159 -5.106 -0.187  -0.81
C: 1.923 -4.122 0.690  0.02
H: 0.271 -2.688 0.282  0.29
H: -3.394 2.154 -1.263  0.40
H: 0.903 0.904 1.387  -0.12
H: -1.261 1.400 -3.237  0.41
H: 1.720 3.156 0.347  -0.10
H: -2.753 0.600 -2.904  0.33
H: 1.543 -5.478 -0.934  0.30
H: -0.519 2.616 -1.502  0.30
H: 2.219 2.228 3.661  0.33
H: -2.681 2.124 -3.582  0.35
H: 2.754 -3.864 1.282  0.35
H: -0.312 -4.185 0.682  0.33
H: 0.475 -3.303 1.934  0.29
H: 3.061 -5.725 -0.142  0.22



Below is C6H14O3Sn as an isolated structure, with properties calculated with ωB97M-V/def2-TZVPD.

- E_LUMO (eV) = -12.52
- gap between HOMO and LUMO (eV) = 2.989
- net charge = +2

Each line ends with the Mulliken charge.
Positions of all 24 atoms, in Å:
Sn: 12.226 -21.970 -9.781  1.60
O: 11.077 -22.267 -4.751  -0.21
O: 12.697 -20.036 -5.736  -0.27
O: 9.640 -23.919 -6.656  -0.28
C: 9.751 -25.116 -7.414  -0.74
C: 12.692 -20.519 -4.421  -0.48
C: 11.216 -21.098 -4.041  -0.39
C: 12.144 -18.729 -5.875  -0.68
C: 9.842 -22.915 -4.351  -0.73
C: 9.685 -24.150 -5.249  -0.64
H: 9.875 -25.005 -8.491  0.22
H: 11.169 -18.598 -5.406  0.32
H: 11.083 -21.187 -2.962  0.35
H: 12.735 -17.911 -5.464  0.31
H: 12.006 -18.469 -6.925  0.24
H: 8.890 -24.829 -4.939  0.46
H: 10.367 -20.517 -4.401  0.33
H: 10.619 -24.680 -5.064  0.39
H: 9.863 -23.108 -3.279  0.45
H: 8.864 -25.712 -7.199  0.31
H: 13.054 -19.786 -3.700  0.39
H: 8.921 -22.343 -4.467  0.41
H: 13.475 -21.277 -4.434  0.26
H: 10.672 -25.644 -7.170  0.38



Below is C6H14OSi in the gas phase, with properties calculated with ωB97M-V/def2-TZVPD.

- E_LUMO (eV) = 0.68
- gap between HOMO and LUMO (eV) = 9.463
- net charge = 0
- SMILES = C=C[Si@@H](O)[C@@H](C)CC

Each line ends with the Mulliken charge.
Positions of all 22 atoms, in Å:
Si: -1.623 0.212 -0.684  0.46
O: -2.577 1.327 -0.014  -0.47
C: -2.020 -1.262 0.427  -0.27
C: 0.550 0.726 -0.219  -0.41
C: 1.505 -0.120 -1.099  -0.47
C: 2.944 0.243 -0.689  -1.38
C: -3.208 -1.574 0.975  -0.68
C: 0.874 0.512 1.270  -1.09
H: -1.699 0.408 -2.190  -0.12
H: -3.434 -2.602 1.292  0.23
H: -1.964 2.059 0.101  0.32
H: 3.444 -0.379 0.000  0.36
H: 0.553 -0.574 1.465  0.19
H: 1.405 -1.167 -0.937  0.34
H: 2.903 1.174 -0.268  0.45
H: 1.330 0.017 -2.201  0.35
H: 0.208 1.191 1.901  0.23
H: -1.249 -1.938 0.611  0.39
H: 1.852 0.642 1.474  0.57
H: -4.104 -1.034 1.017  0.33
H: 3.605 0.421 -1.547  0.33
H: 0.705 1.717 -0.684  0.34



Below is C6H14S as an isolated structure, with properties calculated with ωB97M-V/def2-TZVPD.

- ⟨S²⟩ = 2.006
- E_LUMO (spin up / spin down) (eV) = 0.67 / -0.80
- gap between HOMO and LUMO (spin up / spin down) (eV) = 4.625 / 7.869
- net charge = 0
- multiplicity = 3

Each line ends with the Mulliken spin population.
Positions of all 21 atoms, in Å:
S: -1.334 -0.314 -0.712  0.19
C: -1.695 -0.559 -2.570  0.19
C: 2.913 -0.045 -0.182  0.02
C: -0.392 1.133 -0.800  0.89
C: -0.081 -1.427 -0.092  0.11
C: -0.639 2.100 0.084  0.63
C: 2.804 -0.141 1.163  0.03
H: 0.196 2.935 0.205  0.05
H: -1.278 -1.460 -3.126  -0.01
H: 2.917 -1.056 1.648  0.00
H: 2.728 0.792 -0.777  -0.01
H: -0.344 -2.499 -0.464  0.00
H: -3.914 0.505 4.235  0.00
H: 1.026 -1.267 -0.437  -0.02
H: -2.806 -0.531 -2.629  -0.03
H: -1.391 2.278 0.906  0.04
H: -3.160 0.753 4.475  0.00
H: 3.163 -0.951 -0.499  0.00
H: 0.012 -1.321 0.924  0.00
H: 2.587 0.796 1.684  -0.01
H: -1.314 0.279 -3.035  -0.05



Below is a 2-piece molecular cluster, C6H14Si overall, with properties calculated with ωB97M-V/def2-TZVPD.

- E_LUMO (spin up / spin down) (eV) = -0.37 / -0.36
- gap between HOMO and LUMO (spin up / spin down) (eV) = 7.295 / 7.816
- net charge = 0

Each line ends with the Mulliken charge.
Positions of all 21 atoms, in Å:
Si: -0.099 0.373 0.597  -0.02
C: -1.132 1.534 -1.677  -1.01
C: 0.958 -2.085 -0.227  -1.20
C: -2.841 1.381 0.073  -1.16
C: 2.568 -0.409 0.824  -1.40
C: -1.505 1.138 -0.433  0.84
C: 1.376 -0.609 -0.164  0.40
H: -0.150 1.358 -2.036  0.29
H: 2.320 -0.686 1.857  0.36
H: 0.434 -2.427 -1.128  0.28
H: 1.642 -0.404 -1.228  0.33
H: -0.795 -1.840 2.122  -0.01
H: -1.848 2.032 -2.305  0.28
H: 2.000 -2.629 -0.293  0.31
H: -2.819 2.485 0.400  0.28
H: 0.099 1.313 1.664  -0.07
H: 2.757 0.622 0.747  0.41
H: 3.455 -1.094 0.626  0.35
H: -3.334 0.729 0.791  0.37
H: -3.490 1.463 -0.931  0.27
H: 0.403 -2.245 0.723  0.11



Below is a 2-piece molecular cluster, C6H14Si overall, with properties calculated with ωB97M-V/def2-TZVPD.

- E_LUMO (spin up / spin down) (eV) = -0.37 / -0.33
- gap between HOMO and LUMO (spin up / spin down) (eV) = 8.612 / 7.386
- net charge = 0

Each line ends with the Mulliken charge.
Positions of all 21 atoms, in Å:
Si: -0.299 -0.440 -0.765  -0.14
C: 0.847 -0.726 0.797  0.37
C: 0.293 -0.402 2.197  -1.04
C: -1.074 2.165 -0.128  -0.89
C: 1.305 -2.190 0.816  -1.45
C: -0.985 1.588 -2.686  -0.76
C: -0.704 1.233 -1.366  0.55
H: -2.130 2.153 -0.115  0.30
H: -0.715 3.213 -0.438  0.32
H: 0.422 -2.905 1.021  0.34
H: 1.978 -2.447 1.702  0.36
H: -0.382 -1.274 2.359  0.28
H: 1.987 -2.448 -0.098  0.35
H: -0.195 0.627 2.175  0.30
H: 1.255 -1.734 -2.693  -0.06
H: 1.781 -0.213 0.668  0.27
H: -0.698 1.761 0.872  0.07
H: -0.963 0.936 -3.575  0.26
H: -1.625 -1.009 -0.640  -0.06
H: -1.183 2.606 -3.079  0.26
H: 1.085 -0.495 2.975  0.35



Summary of ΔE to the lowest compared entry with this formula, charge and spin in kJ/mol
136.4 520.4 318.8 522.4 512.5 538.2
(order as listed above)
Summary of total energy in eV
-28347.8855 -18398.0602 -16372.5385 -17274.1261 -14321.2593 -14320.9936
(order as listed above)